1.
Below is a structure of composition C22H56AsF6N4O7V at a distorted geometry, with properties calculated with ωB97M-V/def2-TZVPD.

Output
ΔE to the lowest compared entry with this formula, charge and spin, kcal per mole: 244.10
HOMO level, eV: -7.9721
HOMO-LUMO gap, eV: 2.48
DFT total energy, hartree: -5396.1984
LUMO, eV: -5.49

Structure (ORCA input):
```
! wB97M-V def2-TZVPD RIJCOSX def2/J DEFGRID3
* xyz 0 1
O 0.7255 -1.1866 -3.3949
V 1.4419 -0.0093 -2.6699
O 0.7925 0.2145 -1.1869
As 1.7614 -7.2559 0.5597
F 0.1359 -8.0010 0.8315
F 2.5621 -8.8592 0.7774
F 3.3037 -6.3309 0.2024
F 0.8326 -5.6913 0.2564
F 1.9596 -6.8123 2.2471
F 1.6462 -7.5840 -1.1782
C -2.1399 2.1783 9.0696
C -2.0994 0.7996 8.2935
C -1.1780 1.0269 7.0763
C -0.5233 -0.2018 6.4003
C 0.1371 -1.0094 7.5249
C -0.7737 -1.3529 8.7164
N -1.5563 -0.1946 9.2018
O -2.3709 -0.3681 10.3904
C -1.6958 -2.5332 8.2595
C 0.0780 -1.8538 9.8909
C -3.5072 0.6059 7.7732
H -1.3192 2.3686 9.7612
H -3.0527 2.2675 9.6586
H -2.0782 3.0316 8.3942
H -1.7887 1.4946 6.3041
H -0.3159 1.6460 7.3246
H 0.2557 0.0703 5.6881
H -1.1926 -0.9224 5.9301
H 1.0767 -0.5413 7.8184
H 0.4301 -1.9267 7.0141
H -2.4478 -2.1191 7.5877
H -1.1336 -3.3645 7.8341
H -2.2888 -2.7969 9.1352
H 0.5793 -2.7500 9.5254
H 0.7976 -1.1262 10.2664
H -0.5934 -2.2486 10.6535
H -3.6138 -0.3525 7.2650
H -3.8481 1.3570 7.0606
H -4.2744 0.6625 8.5454
H -1.9913 0.2497 11.0196
C -0.0552 6.8989 1.4876
O 0.9783 7.8708 1.4168
H -0.4537 6.7928 0.4786
H 0.2521 5.9086 1.8238
H -0.7562 7.2165 2.2594
H 0.9682 8.3305 2.2595
C 7.6299 -0.8689 -1.3023
C 6.3794 -0.0359 -1.3991
C 6.5530 1.3817 -1.9296
O 5.2968 1.9964 -2.2924
C 5.3911 3.3541 -2.7485
N 5.4591 -0.7327 -2.1850
H 7.4185 -1.7410 -0.6837
H 8.4398 -0.3455 -0.7942
H 7.9962 -1.3228 -2.2231
H 6.0089 0.0309 -0.3762
H 7.2165 1.4148 -2.7938
H 7.0892 1.9808 -1.1936
H 5.7612 3.9466 -1.9118
H 4.4999 3.8514 -3.1314
H 6.1595 3.5025 -3.5071
H 5.9595 -1.1463 -2.9588
H 5.2373 -1.5598 -1.6494
C -0.4939 3.6433 -7.5695
C 0.3067 2.5423 -6.8702
C 1.7252 2.3374 -7.5611
O 2.4661 1.3547 -6.8390
C 3.7586 1.0779 -7.4969
N 0.4473 2.8480 -5.4197
H -1.4336 3.7006 -7.0201
H -0.7052 3.4534 -8.6218
H -0.0248 4.6232 -7.4807
H -0.1448 1.5543 -6.9601
H 2.1801 3.3279 -7.5721
H 1.5453 2.0503 -8.5971
H 3.8655 1.0869 -8.5817
H 4.1001 0.0884 -7.1931
H 4.5720 1.7176 -7.1546
H 0.7095 3.8161 -5.5387
H -0.4915 2.9068 -5.0518
C -6.6206 -0.9544 -7.4888
C -6.8724 -2.1013 -6.4764
C -5.6653 -2.4646 -5.7113
O -6.0082 -3.4836 -4.7723
C -4.8239 -4.3223 -4.4450
N -7.9288 -1.5472 -5.6546
H -7.4504 -0.4414 -7.9748
H -5.9368 -1.3084 -8.2602
H -6.1152 -0.1500 -6.9545
H -7.2731 -2.9660 -7.0055
H -5.3400 -1.6028 -5.1286
H -4.7948 -2.5873 -6.3557
H -5.1968 -5.1446 -3.8343
H -4.1055 -3.7081 -3.9021
H -4.3287 -4.7930 -5.2943
H -8.5458 -1.1814 -6.3656
H -7.5387 -0.6774 -5.3210
*
```



2.
Below is a structure of composition CH3LiORb at a distorted geometry, with properties calculated with ωB97M-V/def2-TZVPD.

Output
ΔE to the lowest compared entry with this formula, charge and spin, kcal per mole: 62.51
HOMO level (spin up / spin down), eV: -4.1452 / -5.5724
HOMO-LUMO gap (spin up / spin down), eV: 3.80 / 5.29
DFT total energy, hartree: -146.5089
LUMO (spin up / spin down), eV: -0.35 / -0.28

Structure (ORCA input):
```
! wB97M-V def2-TZVPD RIJCOSX def2/J DEFGRID3
* xyz 0 2
O -0.6913 0.2238 0.5896
C 0.2810 -0.6130 0.6122
Li -2.0388 0.9120 -1.5832
H 0.8801 -0.6821 1.5210
H 0.2724 -1.5113 -0.0045
Rb 3.0491 0.6208 -0.8633
H -1.7525 1.0498 -0.2720
*
```



3.
Below is a structure of composition C7H9CdN3O4 at a distorted geometry, with properties calculated with ωB97M-V/def2-TZVPD.

Output
ΔE to the lowest compared entry with this formula, charge and spin, kcal per mole: 229.01
HOMO level, eV: -16.8139
HOMO-LUMO gap, eV: 8.14
DFT total energy, hartree: -903.9516
LUMO, eV: -8.68

Structure (ORCA input):
```
! wB97M-V def2-TZVPD RIJCOSX def2/J DEFGRID3
* xyz 2 1
Cd 1.2611 0.7032 -0.8520
O 1.0375 0.1087 3.7186
C 1.1119 -0.0079 2.0656
O 2.0140 0.3929 1.6042
C -0.1078 -0.2319 1.8348
C -1.3698 -0.5499 2.4531
C -2.4386 -1.3031 2.1655
C -2.5361 -1.1018 0.6847
C -1.3609 -0.8663 -0.4264
N -0.2633 -0.2624 0.5104
C -1.4423 -0.7040 -1.8814
O -2.5966 -0.8316 -2.3652
O -0.4972 0.0475 -2.0640
H 1.8915 0.5586 3.8248
H -1.0760 -0.9070 3.5644
H -3.0923 -1.8597 2.4230
H -3.4345 -1.5127 0.4549
H -3.5346 -1.3577 -1.9210
N 2.1991 1.1841 -3.3311
N 2.6733 1.5543 -1.6927
H 3.0293 1.6499 -4.0960
H 1.5060 1.7953 -3.2012
H 3.3230 2.5909 -1.5695
H 3.7032 0.9108 -1.9037
*
```



4.
Below is a structure of composition C17H35INOP2PbSi at a distorted geometry, with properties calculated with ωB97M-V/def2-TZVPD.

Output
HOMO level (spin up / spin down), eV: -16.8297 / -16.8297
HOMO-LUMO gap (spin up / spin down), eV: 4.20 / 4.20
DFT total energy, hartree: -2260.4730
LUMO (spin up / spin down), eV: -12.63 / -12.63

Structure (ORCA input):
```
! wB97M-V def2-TZVPD RIJCOSX def2/J DEFGRID3
* xyz 3 1
C 0.3009 -0.1554 -5.0757
I -1.7330 -0.4339 -4.1990
H 1.0973 -0.0365 -4.3358
H 0.2139 0.7361 -5.7120
H 0.4517 -1.0616 -5.6763
Pb 0.2914 -0.1520 -1.8544
P -0.0915 2.6706 -1.4970
C -1.7425 3.3938 -1.7941
C 0.4452 3.5173 0.0303
H 0.1044 4.5616 0.0409
H 0.7337 4.5759 -2.7935
H 1.5417 3.4878 0.0991
H 1.9636 3.2804 -2.6555
H -2.4207 3.1351 -0.9708
H 0.0117 2.9851 0.8881
C 0.8949 3.4879 -2.8120
H -1.6570 4.4888 -1.8649
H 0.5963 3.0966 -3.7964
H -2.1605 3.0027 -2.7308
P 0.0072 -2.8719 -1.1141
C -1.6370 -3.6496 -1.3081
C 1.0344 -3.8591 -2.2639
H 1.6462 -3.2588 0.6322
H 0.3777 -4.5340 0.6394
H 0.0329 -2.9079 1.3098
C 0.5695 -3.4574 0.5257
H 2.0990 -3.6414 -2.0968
H 0.8599 -4.9337 -2.1104
H -1.5296 -4.7437 -1.3152
H -2.0993 -3.3246 -2.2494
H 0.7895 -3.6034 -3.3045
H -2.2914 -3.3584 -0.4768
C -2.1178 0.2067 -1.1142
O -3.1700 0.5902 -0.8447
C 3.1142 -0.2225 0.6240
Si 1.8425 0.1016 1.9602
C 1.9532 -1.2245 3.2916
C 2.2244 1.7674 2.7310
N 0.2192 -0.0001 1.3089
C -0.9029 0.0284 2.0543
C -2.0038 -0.8059 1.7018
C -3.2347 -0.6806 2.3149
C -3.3966 0.2077 3.3919
C -2.3151 0.9908 3.8193
C -1.0941 0.9304 3.1552
H 4.0972 -0.2218 1.1204
H 3.1100 0.5617 -0.1465
H 2.9596 -1.2055 0.1572
H 2.9427 -1.2353 3.7679
H 1.2047 -1.0661 4.0825
H 1.7800 -2.2209 2.8656
H 1.8524 2.6258 2.1582
H 1.8540 1.8578 3.7612
H 3.3171 1.8687 2.7883
H -1.8111 -1.5673 0.9405
H -4.0810 -1.2504 1.9247
H -4.3509 0.2743 3.9205
H -2.4242 1.6499 4.6860
H -0.2697 1.6032 3.4215
*
```



5.
Below is a structure of composition C21H45OP3PbS at a distorted geometry, with properties calculated with ωB97M-V/def2-TZVPD.

Output
HOMO level (spin up / spin down), eV: -19.2751 / -19.2379
HOMO-LUMO gap (spin up / spin down), eV: 3.72 / 5.47
DFT total energy, hartree: -2515.8515
LUMO (spin up / spin down), eV: -15.56 / -13.77

Structure (ORCA input):
```
! wB97M-V def2-TZVPD RIJCOSX def2/J DEFGRID3
* xyz 4 1
Pb -0.0385 0.0812 -0.4085
P -0.7858 1.9757 1.5017
P -2.5040 -0.7765 -0.6927
P 2.5140 0.9108 -0.2854
H -0.0084 -2.7995 -9.4210
C 1.0198 -3.0294 -9.1066
C 1.3572 -4.2381 -8.6459
H 0.6198 -5.0499 -8.5611
C -1.2040 3.3709 0.4027
C -2.2791 1.6775 2.4964
C 0.4800 2.5644 2.6699
C -2.4362 -2.2403 -1.7422
C -3.6069 -1.1464 0.6814
C -3.1832 0.5801 -1.6878
C 3.5125 0.0072 -1.5032
C 3.5406 1.0236 1.2003
C 2.3157 2.6061 -0.9261
H 1.7672 -2.2359 -9.2476
H 2.3967 -4.4907 -8.3907
H -1.5073 4.2411 0.9948
H -2.0162 3.0859 -0.2794
H -0.3425 3.6292 -0.2253
H -2.4301 2.4959 3.2092
H -2.1910 0.7378 3.0599
H -3.1698 1.5758 1.8621
H 0.0454 3.3215 3.3327
H 1.3523 2.9921 2.1578
H 0.8548 1.7353 3.2886
H -3.4429 -2.6665 -1.8189
H -1.7439 -2.9754 -1.3023
H -2.0351 -2.0129 -2.7397
H -4.5899 -0.6976 0.5066
H -3.1859 -0.7501 1.6150
H -3.6976 -2.2335 0.7924
H -4.0210 0.1766 -2.2659
H -2.4224 0.9665 -2.3794
H -3.5100 1.4177 -1.0542
H 4.5129 0.4510 -1.5732
H 3.0377 -0.0071 -2.4936
H 3.5859 -1.0525 -1.2139
H 4.3555 1.7297 1.0073
H 3.9536 0.0390 1.4553
H 2.9538 1.3651 2.0622
H 3.2771 2.9287 -1.3417
H 1.9778 3.3147 -0.1558
H 1.5647 2.6195 -1.7265
C 0.6717 -1.4778 -3.3521
C 0.5234 -0.1498 -3.8331
C 0.2677 0.0590 -5.1720
C 0.1793 -1.0255 -6.0522
C 0.3198 -2.3508 -5.5763
C 0.5499 -2.5624 -4.2398
S 1.0034 -2.0685 -1.7793
H -0.3319 1.4687 -1.7594
H 0.5825 0.7199 -3.1636
H 0.1472 1.0840 -5.5497
H 0.0156 -0.8667 -7.1066
H 0.2689 -3.2097 -6.2378
H 0.6787 -3.5690 -3.8154
C 1.3446 -1.6236 3.7530
C 1.7875 -2.8717 2.9669
C 1.4800 -2.4329 1.5344
O 0.2564 -1.6371 1.6430
C 0.0354 -1.2897 3.0452
H 1.2498 -1.7415 4.8231
H 2.0502 -0.8063 3.5893
H 1.1156 -3.7008 3.2000
H 2.8014 -3.2018 3.1233
H 2.3104 -1.7997 1.1661
H 1.3596 -3.2198 0.7830
H -0.8028 -1.8203 3.5135
H -0.2383 -0.2196 3.0839
*
```



6.
Below is the ion C3H6N3S2 with charge +1 at a distorted geometry, with properties calculated with ωB97M-V/def2-TZVPD.

Output
ΔE to the lowest compared entry with this formula, charge and spin, kcal per mole: 38.90
HOMO level, eV: -12.9354
HOMO-LUMO gap, eV: 8.03
DFT total energy, hartree: -1078.1834
LUMO, eV: -4.91
SMILES: [NH2+]=C1NSN2[C@H](S)[C@@H]12

Structure (ORCA input):
```
! wB97M-V def2-TZVPD RIJCOSX def2/J DEFGRID3
* xyz 1 1
N -1.6178 0.5611 -1.3013
C -0.9982 0.0233 -0.3157
N -1.3767 -1.0675 0.2993
S -0.6554 -1.5186 1.7285
N 0.8259 -0.2664 1.2627
C 1.4952 -0.1504 0.0477
S 3.0907 0.7241 0.4422
C 0.2099 0.5919 0.2626
H -1.3281 1.4439 -1.9064
H -2.5459 0.0825 -1.6141
H -2.2231 -1.4893 0.0280
H 1.5586 -0.8348 -0.8813
H 3.2813 0.3129 1.6644
H 0.2835 1.5875 0.2836
*
```



7.
Below is the ion C9H14N4 with charge +2 at a distorted geometry, with properties calculated with ωB97M-V/def2-TZVPD.

Output
ΔE to the lowest compared entry with this formula, charge and spin, kcal per mole: 155.87
HOMO level (spin up / spin down), eV: -17.5509 / -15.2829
HOMO-LUMO gap (spin up / spin down), eV: 9.22 / 5.16
DFT total energy, hartree: -569.4792
LUMO (spin up / spin down), eV: -8.33 / -10.12

Structure (ORCA input):
```
! wB97M-V def2-TZVPD RIJCOSX def2/J DEFGRID3
* xyz 2 1
C 1.2962 1.1651 2.3721
C 0.6753 1.2653 1.1162
C 0.8392 -2.0804 3.3907
C 0.7621 -3.1318 4.1522
C 0.7106 -0.4823 -3.5853
C 0.6139 -1.1168 1.1962
C 0.1338 -0.6703 -2.4044
C -0.6918 1.7351 -1.9352
C -0.9572 -0.1224 -0.3861
N 1.4513 0.1741 3.1948
N -0.0005 0.1083 0.6716
N 0.8930 -1.0550 2.6760
N -0.5278 0.2683 -1.6965
H 1.6223 2.0462 2.8439
H 0.4679 2.3311 0.7745
H 1.3077 -3.9483 4.5640
H 0.1006 -3.1035 5.0683
H 1.0375 -1.3850 -4.1223
H 0.8775 0.4716 -4.1499
H 1.5176 -1.3618 0.7114
H -0.0430 -2.0259 1.1757
H 0.1314 -1.6724 -1.7701
H -0.0470 2.1435 -1.2097
H -0.3690 2.2465 -2.8803
H -1.7456 2.0278 -1.8452
H -1.7858 0.4697 -0.0124
H -1.2976 -1.2076 -0.4137
*
```



8.
Below is an isolated molecule of C5H10N2 at a distorted geometry, with properties calculated with ωB97M-V/def2-TZVPD.

Output
ΔE to the lowest compared entry with this formula, charge and spin, kcal per mole: 100.57
HOMO level (spin up / spin down), eV: -8.4584 / -8.5965
HOMO-LUMO gap (spin up / spin down), eV: 7.70 / 7.84
DFT total energy, hartree: -305.8636
LUMO (spin up / spin down), eV: -0.75 / -0.76

Structure (ORCA input):
```
! wB97M-V def2-TZVPD RIJCOSX def2/J DEFGRID3
* xyz 0 1
C 0.2677 -1.0431 2.1667
C -0.0163 -0.0669 1.0677
N -0.0034 1.1643 1.1611
H -0.0444 1.6250 0.1211
H 1.5527 -0.1574 -1.3756
H 1.0989 -1.6935 1.8872
H 0.5207 -0.5168 3.0845
H -0.6120 -1.6719 2.3139
C -0.4649 -0.8195 -0.3183
C 0.5385 0.1676 -1.5819
C 0.3214 1.5577 -1.4600
N -1.7597 -0.7951 -0.5127
H -2.1087 0.1681 -0.5140
H -0.0465 -1.8310 -0.3379
H 0.1363 -0.3154 -2.4671
H -0.5380 2.0056 -1.9476
H 1.1578 2.2222 -1.2870
*
```



9.
Below is an isolated molecule of C6H12O, with properties calculated with ωB97M-V/def2-TZVPD.

Output
ΔE to the lowest compared entry with this formula, charge and spin, kcal per mole: 23.67
HOMO level, eV: -9.6725
HOMO-LUMO gap, eV: 10.68
DFT total energy, hartree: -311.0215
LUMO, eV: 1.01
SMILES: CC[C@H]1C[C@]1(C)O

Structure (ORCA input):
```
! wB97M-V def2-TZVPD RIJCOSX def2/J DEFGRID3
* xyz 0 1
C 1.8748 -0.0677 1.0383
C 1.3884 -0.5111 -0.3427
C 0.2941 0.4125 -0.8267
C -0.9036 -0.0078 -1.6459
C -1.0797 0.4155 -0.2190
C -1.5126 -0.6128 0.8027
O -1.6684 1.6773 -0.0259
H 2.7230 -0.6611 1.3929
H 1.0700 -0.1535 1.7773
H 2.1857 0.9839 1.0145
H 1.0323 -1.5485 -0.3061
H 2.2221 -0.4985 -1.0568
H 0.6479 1.4153 -1.0701
H -1.0361 -1.0634 -1.8749
H -1.2478 0.6764 -2.4156
H -2.6026 -0.7109 0.7752
H -1.2270 -0.3201 1.8203
H -1.0771 -1.5964 0.5988
H -1.0833 2.1707 0.5637
*
```



10.
Below is an isolated molecule of C4H8O2 at a distorted geometry, with properties calculated with ωB97M-V/def2-TZVPD.

Output
ΔE to the lowest compared entry with this formula, charge and spin, kcal per mole: 108.51
HOMO level, eV: -8.6523
HOMO-LUMO gap, eV: 9.47
DFT total energy, hartree: -307.5395
LUMO, eV: 0.81
SMILES: OC[C@H]1CCO1

Structure (ORCA input):
```
! wB97M-V def2-TZVPD RIJCOSX def2/J DEFGRID3
* xyz 0 1
O -0.3771 1.6510 0.0070
C 0.9274 1.1202 0.3379
C 0.6145 -0.2638 0.8606
C -1.0927 -0.4186 0.1220
C -0.2377 -1.2964 -0.7527
O 0.8981 -1.4063 0.0907
H -0.4933 1.9164 -0.9089
H 1.5782 1.1238 -0.5422
H 1.3353 1.7773 1.1145
H 0.9705 -0.4582 1.9066
H -1.6164 -0.8250 0.9660
H -1.8747 0.1054 -0.4998
H 0.0386 -0.7666 -1.6837
H -0.6707 -2.2592 -1.0181
*
```



11.
Below is a cluster of 2 separate species, C4H10NO3 in total at a distorted geometry, with properties calculated with ωB97M-V/def2-TZVPD.

Output
ΔE to the lowest compared entry with this formula, charge and spin, kcal per mole: 60.89
HOMO level (spin up / spin down), eV: -9.9207 / -9.9116
HOMO-LUMO gap (spin up / spin down), eV: 10.41 / 7.63
DFT total energy, hartree: -438.7505
LUMO (spin up / spin down), eV: 0.49 / -2.28

Structure (ORCA input):
```
! wB97M-V def2-TZVPD RIJCOSX def2/J DEFGRID3
* xyz 0 2
C 0.7407 0.1386 -0.2729
N -0.3903 -0.1123 0.2893
C -0.7140 -0.0302 1.7572
C -1.3908 -0.7452 -0.4807
C -2.2853 0.3212 -1.0844
O -2.8387 -0.0838 -2.2593
O 1.9407 0.0557 0.0862
H 0.6467 0.2067 -1.3917
H -1.7870 0.1041 1.8676
H -0.2627 -0.9068 2.2049
H -0.1138 0.8253 2.0600
H -0.9507 -1.1720 -1.4900
H -1.8747 -1.5337 0.1345
H -1.6564 1.3580 -1.0581
H -2.9926 0.6792 -0.2964
H 4.7657 -0.4358 -0.1587
H 4.1503 0.8816 -0.0094
O 5.0130 0.4493 0.1017
*
```



12.
Below is an isolated molecule of C8H17NO at a distorted geometry, with properties calculated with ωB97M-V/def2-TZVPD.

Output
ΔE to the lowest compared entry with this formula, charge and spin, kcal per mole: 63.99
HOMO level, eV: -8.4281
HOMO-LUMO gap, eV: 9.20
DFT total energy, hartree: -444.9459
LUMO, eV: 0.77
SMILES: CC1(C)C[C@H]1[C@](C)(O)CN

Structure (ORCA input):
```
! wB97M-V def2-TZVPD RIJCOSX def2/J DEFGRID3
* xyz 0 1
C 0.4196 -0.1086 -2.8805
C -0.2134 -0.3287 -1.5276
C -0.7041 -1.7407 -1.3314
C -1.1621 0.8708 -0.7590
C 0.2514 0.5441 -0.4117
C 0.5756 0.1368 1.0158
C 2.0342 0.4211 1.3498
O 0.2426 -1.1860 1.3575
C -0.5118 1.1184 1.9936
N -1.6020 0.3913 2.5731
H 1.3093 -0.7342 -2.9992
H -0.2735 -0.3743 -3.6804
H 0.7237 0.9277 -3.0181
H 0.1195 -2.4569 -1.4119
H -1.4304 -1.9931 -2.1066
H -1.2011 -1.8682 -0.3747
H -1.3639 1.7630 -1.3366
H -2.0004 0.4365 -0.2355
H 0.9461 1.3158 -0.7346
H 2.2786 1.4650 1.1670
H 2.7050 -0.1992 0.7481
H 2.2187 0.2078 2.4036
H 0.9435 -1.7756 1.0580
H 0.1593 1.4274 2.7966
H -0.8653 2.0450 1.5445
H -1.2745 -0.5074 2.9122
H -2.3242 0.2020 1.8880
*
```